Record 1
Formula: C17H34FO23PS6
Source: OMol25
Level of theory: ωB97M-V/def2-TZVPD

Last column: Mulliken charge in e.
CARTESIAN COORDINATES (ANGSTROEM)
S  5.45986  -0.86267  -0.35895  -0.145
S  3.56905  -1.11640  5.61900  1.112
S  0.65927  6.31130  -1.61730  1.071
S  -4.02697  -0.25609  -1.72870  1.238
S  -2.54709  -4.47120  3.15195  1.064
S  -4.24657  2.65813  -4.76210  1.092
P  2.74562  0.09645  -1.95718  0.184
F  -0.58462  -3.47575  -1.37094  -0.365
O  1.55446  7.07002  -2.41468  -0.559
O  -0.69212  6.04985  -2.42967  -0.303
O  -1.68102  -5.30134  4.20172  -0.328
O  -3.66443  2.27365  -3.52913  -0.387
O  1.62131  0.25141  0.53442  -0.271
O  1.67779  0.97241  -2.50054  -0.517
O  -5.78477  3.02962  -4.53285  -0.342
O  4.21259  0.30693  5.27231  -0.309
O  -3.17185  -0.01707  -2.82969  -0.493
O  2.04426  -0.63466  5.69415  -0.280
O  -3.56073  -3.76905  3.85216  -0.574
O  3.99610  -1.49515  6.91629  -0.581
O  1.17655  4.80175  -1.57646  -0.259
O  0.31227  6.72597  -0.30364  -0.560
O  -5.31692  0.32711  -1.63583  -0.604
O  -1.40470  -3.43302  2.71525  -0.104
O  3.70847  -1.97605  4.49894  -0.476
O  -4.17475  -1.83554  -1.47609  -0.406
O  -4.14870  1.85910  -5.92749  -0.594
O  -3.19519  0.08311  -0.39768  -0.355
O  1.09111  -1.61532  1.63617  -0.449
O  -2.83886  -5.29285  2.03223  -0.558
O  -3.73136  4.14438  -5.10504  -0.330
C  -4.84622  5.02971  -5.26778  -0.341
C  -0.26048  -3.55713  3.57945  0.026
C  -5.92465  4.44691  -4.37713  -0.317
C  3.18318  1.26244  4.97681  -0.113
C  -0.28478  -5.00579  4.01931  -0.405
C  -0.00627  -1.35831  -0.44176  1.579
C  -3.34460  -2.23504  -0.37635  0.166
C  -3.26580  -1.01522  0.51658  -0.385
C  0.46558  -2.56081  -1.26670  -0.089
C  1.99187  0.79616  5.78623  -0.355
C  -0.71602  4.70018  -2.92999  -0.032
C  5.65309  -2.64104  -0.66347  -0.475
C  2.89507  0.25603  -0.11135  0.155
C  0.10237  3.91181  -1.93571  -0.110
C  4.36818  -3.45715  -0.84215  -0.665
C  0.95601  -0.94060  0.64384  -0.295
C  3.91131  -0.67756  0.56962  -0.490
H  3.99846  0.51461  -2.42074  0.107
H  -4.56469  6.03939  -4.98091  0.328
H  0.64368  -3.29121  3.03964  0.098
H  0.25521  -5.17332  4.94633  0.327
H  4.13890  -0.25445  1.54895  0.347
H  2.64567  -1.25868  -2.31913  -0.017
H  -2.36437  -2.50111  -0.77507  0.072
H  -5.75648  4.69617  -3.32723  0.271
H  3.51295  2.26068  5.25029  0.331
H  -6.92416  4.75664  -4.66810  0.320
H  3.53124  -1.67917  0.76082  0.158
H  3.55009  -2.79884  -1.13645  -0.095
H  0.49272  2.98390  -2.34352  0.201
H  0.71888  -2.26955  -2.28440  0.236
H  -2.39134  -1.02434  1.16204  0.195
H  2.08505  1.07722  6.83703  0.278
H  -0.47749  3.69360  -1.03612  0.199
H  -1.73622  4.33678  -3.00068  0.085
H  -0.34727  -0.53335  -1.06813  0.606
H  4.04874  -3.94748  0.07733  0.255
H  4.46366  -4.19658  -1.63608  0.445
H  -3.77234  -3.09651  0.13037  0.272
H  1.04736  1.16200  5.39429  0.344
H  6.26200  -3.11265  0.10684  0.364
H  -0.88134  -1.73005  0.09348  -1.532
H  -4.16619  -0.90850  1.12496  0.477
H  6.21555  -2.69599  -1.59530  0.382
H  2.97542  1.22687  3.90531  0.060
H  0.10610  -5.66703  3.24373  0.330
H  -0.25820  4.69411  -3.92064  0.282
H  1.27927  -3.08270  -0.75987  0.039
H  3.27097  1.27635  -0.00595  0.325
H  -0.39211  -2.87917  4.42448  0.162
H  -5.14568  5.01878  -6.31759  0.278

Properties
energy relative to the best compared isomer or geometry (same formula, charge and spin): 27.19 kJ/mol
SMILES string: CCSC[C@H](OC(=O)CCF)[PH2]=O.O=S1(=O)OCCO1.O=S1(=O)OCCO1.O=S1(=O)OCCO1.O=S1(=O)OCCO1.O=S1(=O)OCCO1
orbital gap: 9.51 eV
charge: 0
LUMO energy: -0.03 eV
E_HOMO: -0.3508 Eh



Record 2
Formula: C17H34OP2Pd
Source: OMol25
Level of theory: ωB97M-V/def2-TZVPD

Last column: Mulliken spin population.
CARTESIAN COORDINATES (ANGSTROEM)
Pd  0.07942  -1.43350  2.21141  0.617
P  -1.20726  -1.83926  0.42514  0.081
P  1.03560  0.58094  1.97192  -0.178
O  -2.07741  -3.08702  3.19319  0.130
C  -0.38938  0.30864  -3.20315  0.001
C  -0.45301  -3.05086  -0.67045  0.153
C  1.48175  2.26211  -2.04106  0.005
C  0.53600  0.50116  0.21135  0.197
C  -1.30938  2.67788  -3.12001  0.002
C  -1.31061  1.20965  -2.77435  0.005
C  0.58957  3.04570  -1.42121  0.006
C  0.18781  1.96315  2.75650  0.015
C  2.82322  0.68618  2.11339  0.154
C  0.80819  -1.51258  4.18410  0.595
C  -0.90915  -3.19595  2.87420  0.165
C  1.51389  2.00226  -3.52960  0.001
C  -0.79387  -0.17003  -0.17983  -0.015
C  -2.99059  -1.96372  0.44377  0.027
C  -0.62330  3.62731  -2.09635  0.020
C  -0.08107  -4.43768  3.06664  0.249
C  0.81316  0.70009  -4.00886  0.005
H  -2.22672  0.88706  -2.28119  -0.003
H  -1.36102  3.92332  -1.33617  -0.004
H  0.44594  1.56257  -0.01649  -0.001
H  1.37577  0.10342  -0.37839  0.042
H  0.50458  2.00078  3.80773  0.003
H  1.21953  -0.54130  4.48135  -0.108
H  0.52737  0.84053  -5.06370  -0.001
H  -0.82869  -2.91577  -1.69333  -0.021
H  -1.64724  0.49683  0.01781  0.015
H  0.43984  2.91216  2.26344  0.001
H  0.70519  -4.24347  3.80546  -0.046
H  3.28952  -0.16254  1.59183  -0.074
H  1.09800  2.85107  -4.09037  0.000
H  1.54050  -0.12230  -3.99957  0.002
H  2.57149  1.91690  -3.81952  0.000
H  -0.89802  1.80208  2.72373  0.014
H  0.78696  3.46112  -0.42410  -0.014
H  -0.73767  -5.23332  3.42946  -0.005
H  3.19800  1.63282  1.69855  0.015
H  -2.36641  2.98410  -3.16853  -0.001
H  -0.57913  -0.76352  -3.16808  -0.004
H  -0.76931  -0.36758  -1.25027  -0.031
H  0.37900  -4.72961  2.11392  -0.017
H  -3.38925  -1.86648  -0.57750  0.002
H  3.07995  0.62390  3.18140  0.012
H  -0.03407  -1.80386  4.82458  -0.033
H  0.64117  -2.95176  -0.65297  -0.006
H  -0.35198  4.55468  -2.62797  -0.002
H  -3.40565  -1.17606  1.08773  -0.010
H  2.35742  1.87189  -1.51402  0.011
H  -3.25861  -2.94098  0.86545  0.017
H  -0.88212  2.86252  -4.11350  0.001
H  -0.72549  -4.05024  -0.30400  -0.021
H  1.57755  -2.29348  4.18050  0.033

Properties
energy relative to the best compared isomer or geometry (same formula, charge and spin): 0.00 kJ/mol
orbital gap (alpha / beta): 3.39 / 6.35 eV
charge: 0
LUMO energy (alpha / beta): 0.60 / -0.73 eV
E_HOMO (alpha / beta): -0.1027 / -0.2603 Eh
spin multiplicity: 3



Record 3
Formula: C17H34OP2Zr
Source: OMol25
Level of theory: ωB97M-V/def2-TZVPD

Last column: Mulliken charge in e.
CARTESIAN COORDINATES (ANGSTROEM)
Zr  0.35126  -1.38656  -0.43772  1.410
P  0.32566  1.98506  -5.40475  1.267
P  -0.51908  -1.68672  -5.40222  1.085
O  -1.23507  -0.90145  0.64531  -0.519
C  1.29834  -0.07529  -3.18593  1.305
C  -1.06207  2.11510  -2.86987  -1.169
C  -0.91414  1.37233  1.50607  -0.983
C  -0.51446  0.22585  0.65171  0.555
C  0.35646  0.80228  -6.78140  -1.000
C  -1.25588  2.89656  -5.76711  -1.336
C  1.11686  -2.42450  -5.66937  -1.386
C  -0.77392  -1.51286  -3.60474  0.720
C  1.18003  1.13642  -2.23278  -0.466
C  -1.78498  -2.94718  -5.79861  -1.317
C  -1.63790  0.94271  -3.60002  0.514
C  0.56923  -1.36439  -2.84180  -2.212
C  -0.66366  -0.39632  -6.71239  -0.851
C  0.29710  2.28445  -2.81743  -1.014
C  1.68021  3.14833  -5.59816  -1.226
C  2.26234  -1.85093  0.57680  -1.366
C  -1.69965  -0.45423  -2.95348  -0.645
H  -2.72783  -0.83255  -3.01822  0.500
H  1.38609  0.42080  -6.89822  0.435
H  -0.50538  -0.99210  -7.64124  0.616
H  2.59049  2.56181  -5.78469  0.395
H  1.06061  -2.92633  -6.65264  0.488
H  -2.60718  1.21179  -4.04321  0.869
H  1.20805  -2.25658  -2.92140  0.205
H  -1.24048  -2.51108  -3.43205  0.555
H  -1.71346  -0.03696  -6.71862  0.419
H  -2.76449  -2.44889  -5.88265  0.439
H  2.09600  -2.51131  1.46597  0.465
H  -1.78806  2.73396  -2.32695  0.372
H  0.13303  1.36346  -7.70903  0.566
H  2.83972  -0.95546  0.89567  0.353
H  0.88854  0.21357  -4.18512  -1.377
H  1.88850  -1.63394  -5.68201  0.360
H  -1.31671  2.16776  0.83861  0.266
H  1.45565  3.81897  -6.43583  0.448
H  1.34780  -3.15788  -4.87913  0.427
H  -1.84995  -3.70452  -4.99834  0.425
H  -1.00454  0.80965  -4.49634  -1.554
H  0.75778  3.28320  -2.85498  0.918
H  0.00584  1.81444  1.94383  0.343
H  2.89989  -2.38478  -0.17108  0.406
H  -1.46262  3.53715  -4.89775  0.363
H  2.19707  1.55488  -2.09924  0.369
H  -1.15985  3.50209  -6.67792  0.515
H  -1.52003  -3.45211  -6.73972  0.470
H  -1.62016  1.11727  2.34028  0.359
H  0.87546  0.85208  -1.17094  0.138
H  -1.46938  -0.39864  -1.86613  -0.170
H  -2.10631  2.20036  -5.89077  0.312
H  1.77856  3.70748  -4.66065  0.327
H  2.37867  -0.32985  -3.37082  0.613

Properties
energy relative to the best compared isomer or geometry (same formula, charge and spin): 9.85 kJ/mol
orbital gap: 4.82 eV
charge: +2
LUMO energy: -7.62 eV
E_HOMO: -0.4571 Eh



> The highest charge belongs to which entry?

C17H34OP2Zr



> What is the charge in the first record?

0